1.
ORCA calculation (wB97M-V/def2-TZVPD) on a molecular structure, C3H3N3O at a distorted geometry.

The geometry in ORCA input format:
```
! wB97M-V def2-TZVPD RIJCOSX def2/J DEFGRID3
* xyz 0 1
C 0.129 -1.298 0.877
C -0.561 -0.342 -0.865
C 0.503 -0.001 -0.110
H -0.041 -1.034 1.975
H 0.933 -2.220 1.066
H 0.994 2.376 0.318
N -1.120 0.769 -1.594
N -0.389 1.781 -1.346
N 0.540 1.482 -0.474
O -0.988 -1.512 0.153
*
```

Computed properties:
ΔE to the lowest compared entry with this formula, charge and spin ... 717.9 kJ/mol
LUMO energy ... -0.1 eV
Orbital gap ... 9.85 eV

For reference, the natural (NBO) charges in units of e are: number 1, C, carries -0.024; number 2, C, carries 0.313; number 3, C, carries -0.008; number 4, H, carries 0.197; number 5, H, carries 0.198; number 6, H, carries 0.449; number 7, N, carries -0.257; number 8, N, carries 0.010; number 9, N, carries -0.386; number 10, O, carries -0.492


2.
ORCA calculation (wB97M-V/def2-TZVPD) on a molecular structure, C15H8Cl5MnN2O at a distorted geometry.

The geometry in ORCA input format:
```
! wB97M-V def2-TZVPD RIJCOSX def2/J DEFGRID3
* xyz 1 6
Mn -1.502 -0.938 -0.708
N -2.743 0.891 -0.153
C -1.877 2.063 -0.222
C -2.287 3.284 0.240
C -1.431 4.399 0.199
C -0.166 4.276 -0.301
C 0.290 3.034 -0.793
C 1.586 2.847 -1.324
C 1.957 1.616 -1.787
C 1.034 0.565 -1.724
N -0.183 0.699 -1.235
C -0.576 1.917 -0.761
H -3.631 1.101 -0.595
H -2.945 0.703 0.826
H -3.285 3.391 0.649
H -1.783 5.350 0.574
H 0.504 5.126 -0.322
H 2.272 3.684 -1.359
H 2.940 1.437 -2.197
H 1.301 -0.419 -2.094
Cl 2.817 -6.159 1.157
C 1.736 -4.832 1.121
C 1.072 -4.506 -0.059
Cl 1.294 -5.442 -1.475
C 0.218 -3.417 -0.068
Cl -0.638 -2.969 -1.528
C -0.015 -2.605 1.059
O -0.811 -1.571 1.005
C 0.651 -2.973 2.243
Cl 0.361 -2.025 3.638
C 1.516 -4.062 2.270
Cl 2.321 -4.465 3.724
*
```

Computed properties:
Expectation value of S² ... 8.76
LUMO energy (spin up / spin down) ... -3.9 / -4.0 eV
Orbital gap (spin up / spin down) ... 7.09 / 7.02 eV

For reference, the natural (NBO) charges in units of e are: number 1, Mn, carries 1.540; number 2, N, carries -0.924; number 3, C, carries 0.089; number 4, C, carries -0.182; number 5, C, carries -0.185; number 6, C, carries -0.151; number 7, C, carries -0.105; number 8, C, carries -0.069; number 9, C, carries -0.261; number 10, C, carries 0.104; number 11, N, carries -0.609; number 12, C, carries 0.215; number 13, H, carries 0.412; number 14, H, carries 0.414; number 15, H, carries 0.233; number 16, H, carries 0.242; number 17, H, carries 0.236; number 18, H, carries 0.239; number 19, H, carries 0.249; number 20, H, carries 0.214; number 21, Cl, carries 0.086; number 22, C, carries -0.121; number 23, C, carries -0.057; number 24, Cl, carries 0.081; number 25, C, carries -0.181; number 26, Cl, carries 0.016; number 27, C, carries 0.389; number 28, O, carries -0.884; number 29, C, carries -0.156; number 30, Cl, carries 0.074; number 31, C, carries -0.045; number 32, Cl, carries 0.096


3.
ORCA calculation (wB97M-V/def2-TZVPD) on 4 unconnected molecules or ions with the total composition C16H20N4 at a distorted geometry.

The geometry in ORCA input format:
```
! wB97M-V def2-TZVPD RIJCOSX def2/J DEFGRID3
* xyz 0 1
C 0.880 0.228 -1.583
C 1.890 0.435 -0.599
C 1.179 0.929 0.512
N -0.182 0.869 0.253
C -0.350 0.475 -1.065
H 1.109 -0.277 -2.509
H 2.947 0.212 -0.617
H 1.522 1.128 1.517
H -0.908 0.994 0.943
H -1.290 0.217 -1.530
C -2.450 -4.792 3.012
C -1.521 -5.618 2.453
C -1.942 -6.955 2.647
N -3.230 -6.875 3.155
C -3.554 -5.575 3.403
H -2.346 -3.728 3.162
H -0.629 -5.264 1.957
H -1.490 -7.877 2.310
H -3.857 -7.662 3.240
H -4.461 -5.308 3.925
C -4.223 2.121 4.382
C -4.921 3.180 3.853
C -4.123 4.265 4.084
N -3.042 3.938 4.880
C -3.144 2.603 5.079
H -4.556 1.095 4.427
H -5.879 3.149 3.355
H -4.245 5.320 3.892
H -2.428 4.600 5.333
H -2.371 2.161 5.690
C 5.789 1.572 -5.936
C 6.482 2.795 -6.189
C 6.119 3.231 -7.464
N 5.237 2.285 -7.986
C 4.991 1.309 -7.055
H 5.975 0.822 -5.183
H 7.271 3.183 -5.562
H 6.474 4.083 -8.025
H 4.936 2.272 -8.950
H 4.343 0.458 -7.210
*
```

Computed properties:
ΔE to the lowest compared entry with this formula, charge and spin ... 265.0 kJ/mol
LUMO energy ... 0.6 eV
Orbital gap ... 8.67 eV

For reference, the natural (NBO) charges in units of e are: number 1, C, carries -0.301; number 2, C, carries -0.309; number 3, C, carries -0.070; number 4, N, carries -0.515; number 5, C, carries -0.085; number 6, H, carries 0.217; number 7, H, carries 0.226; number 8, H, carries 0.204; number 9, H, carries 0.418; number 10, H, carries 0.214; number 11, C, carries -0.306; number 12, C, carries -0.296; number 13, C, carries -0.096; number 14, N, carries -0.497; number 15, C, carries -0.082; number 16, H, carries 0.220; number 17, H, carries 0.222; number 18, H, carries 0.212; number 19, H, carries 0.413; number 20, H, carries 0.210; number 21, C, carries -0.311; number 22, C, carries -0.305; number 23, C, carries -0.074; number 24, N, carries -0.509; number 25, C, carries -0.073; number 26, H, carries 0.220; number 27, H, carries 0.229; number 28, H, carries 0.200; number 29, H, carries 0.419; number 30, H, carries 0.205; number 31, C, carries -0.309; number 32, C, carries -0.301; number 33, C, carries -0.087; number 34, N, carries -0.510; number 35, C, carries -0.074; number 36, H, carries 0.222; number 37, H, carries 0.222; number 38, H, carries 0.213; number 39, H, carries 0.413; number 40, H, carries 0.212


4.
ORCA calculation (wB97M-V/def2-TZVPD) on a single C22H38N4O4 molecule.

The geometry in ORCA input format:
```
! wB97M-V def2-TZVPD RIJCOSX def2/J DEFGRID3
* xyz 0 1
C -7.956 -3.590 0.016
N -7.396 -2.300 -0.321
C -7.504 -1.358 0.776
C -6.999 0.009 0.330
N -5.608 -0.089 -0.080
C -5.019 1.204 -0.383
C -4.591 1.887 0.925
O -3.929 0.962 1.751
C -3.696 3.111 0.648
O -2.786 2.956 -0.413
C -1.526 2.468 -0.181
C -1.095 1.865 0.994
C 0.216 1.446 1.110
C 1.121 1.603 0.064
O 2.394 1.156 0.313
C 3.447 1.495 -0.566
C 3.728 0.383 -1.596
O 2.607 0.080 -2.388
C 4.241 -0.865 -0.856
N 5.523 -0.602 -0.230
C 6.640 -0.794 -1.135
C 7.927 -0.328 -0.465
N 8.156 -1.096 0.744
C 9.412 -0.752 1.371
C 7.034 -0.916 1.645
C 5.748 -1.383 0.973
C 0.678 2.170 -1.126
C -0.630 2.602 -1.238
C -5.503 -1.033 -1.180
C -6.009 -2.400 -0.731
H -9.006 -3.464 0.275
H -7.440 -4.072 0.862
H -7.886 -4.244 -0.852
H -8.554 -1.280 1.067
H -6.921 -1.692 1.654
H -7.078 0.712 1.162
H -7.630 0.371 -0.499
H -4.121 1.040 -0.983
H -5.696 1.863 -0.947
H -5.479 2.265 1.461
H -4.286 0.091 1.513
H -3.184 3.389 1.575
H -4.343 3.939 0.338
H -1.777 1.698 1.812
H 0.561 0.985 2.023
H 4.340 1.588 0.059
H 3.252 2.449 -1.064
H 4.487 0.747 -2.295
H 1.896 -0.210 -1.802
H 4.284 -1.709 -1.564
H 3.513 -1.107 -0.077
H 6.471 -0.212 -2.042
H 6.748 -1.857 -1.415
H 8.770 -0.485 -1.143
H 7.847 0.753 -0.247
H 9.556 -1.382 2.248
H 10.223 -0.941 0.669
H 9.458 0.303 1.685
H 7.211 -1.510 2.545
H 6.920 0.143 1.939
H 4.908 -1.228 1.653
H 5.833 -2.460 0.749
H 1.332 2.270 -1.978
H -0.977 3.051 -2.155
H -4.455 -1.113 -1.477
H -6.095 -0.703 -2.049
H -5.940 -3.103 -1.564
H -5.370 -2.770 0.093
*
```

Computed properties:
ΔE to the lowest compared entry with this formula, charge and spin ... 0.0 kJ/mol
LUMO energy ... 0.8 eV
Orbital gap ... 8.58 eV

For reference, the natural (NBO) charges in units of e are: number 1, C, carries -0.405; number 2, N, carries -0.435; number 3, C, carries -0.227; number 4, C, carries -0.230; number 5, N, carries -0.468; number 6, C, carries -0.246; number 7, C, carries 0.071; number 8, O, carries -0.740; number 9, C, carries -0.078; number 10, O, carries -0.507; number 11, C, carries 0.276; number 12, C, carries -0.283; number 13, C, carries -0.230; number 14, C, carries 0.256; number 15, O, carries -0.516; number 16, C, carries -0.098; number 17, C, carries 0.075; number 18, O, carries -0.711; number 19, C, carries -0.244; number 20, N, carries -0.454; number 21, C, carries -0.225; number 22, C, carries -0.227; number 23, N, carries -0.435; number 24, C, carries -0.404; number 25, C, carries -0.227; number 26, C, carries -0.221; number 27, C, carries -0.251; number 28, C, carries -0.255; number 29, C, carries -0.220; number 30, C, carries -0.227; number 31, H, carries 0.201; number 32, H, carries 0.163; number 33, H, carries 0.201; number 34, H, carries 0.204; number 35, H, carries 0.165; number 36, H, carries 0.204; number 37, H, carries 0.175; number 38, H, carries 0.219; number 39, H, carries 0.182; number 40, H, carries 0.154; number 41, H, carries 0.493; number 42, H, carries 0.192; number 43, H, carries 0.193; number 44, H, carries 0.248; number 45, H, carries 0.220; number 46, H, carries 0.214; number 47, H, carries 0.182; number 48, H, carries 0.177; number 49, H, carries 0.470; number 50, H, carries 0.184; number 51, H, carries 0.206; number 52, H, carries 0.200; number 53, H, carries 0.171; number 54, H, carries 0.202; number 55, H, carries 0.165; number 56, H, carries 0.200; number 57, H, carries 0.200; number 58, H, carries 0.162; number 59, H, carries 0.202; number 60, H, carries 0.165; number 61, H, carries 0.205; number 62, H, carries 0.170; number 63, H, carries 0.226; number 64, H, carries 0.221; number 65, H, carries 0.207; number 66, H, carries 0.174; number 67, H, carries 0.205; number 68, H, carries 0.165


no.,DFT total energy (eV)
1,-9670.0139
2,-114640.9350
3,-22874.4398
4,-37579.7568